The following is a quantum chemistry calculation of the molecule C5H6O, from the OMol25 dataset.

Cartesian coordinates (Å):
C 2.233 -0.930 -0.370
H -1.369 1.986 -0.134
H -0.961 -1.250 -1.045
C -0.101 0.214 0.217
C -0.356 1.667 0.100
H -2.151 -0.716 0.138
H 0.428 2.376 -0.192
O -0.195 1.054 1.365
C -1.089 -0.900 -0.012
H 3.122 -1.460 -0.634
H -0.810 -1.744 0.634
C 1.249 -0.296 -0.068

HOMO in eV: -9.98
Lowest unoccupied orbital energy in eV: 1.0
Kohn-Sham gap in hartree: 0.4036
Total charge: 0
SMILES: C#C[C@]1(C)CO1

Atom charges from the natural (NBO) analysis, given in e for atoms 1 to 5: atom 1 (C): -0.216, atom 2 (H): 0.182, atom 3 (H): 0.226, atom 4 (C): 0.133, atom 5 (C): -0.086

***

The following is a quantum chemistry calculation of the molecule C5H6O, from the OMol25 dataset.

Cartesian coordinates (Å):
H -1.917 0.932 -0.488
H 1.904 -0.850 0.018
C 0.098 -1.474 -0.915
C -1.092 0.300 -0.193
C -0.499 0.208 1.176
H 1.606 -0.165 -1.547
C 1.124 -0.420 -0.609
H -0.308 -0.878 1.483
O -1.093 -0.975 -0.848
H -0.807 0.884 1.960
H 0.647 1.739 -0.054
C 0.339 0.701 0.018

HOMO in eV: -8.25
Lowest unoccupied orbital energy in eV: 1.0
Kohn-Sham gap in hartree: 0.3395
Total charge: 0

Atom charges from the natural (NBO) analysis, given in e for atoms 1 to 5: atom 1 (H): 0.218, atom 2 (H): 0.245, atom 3 (C): 0.279, atom 4 (C): 0.035, atom 5 (C): -0.434

***

The following is a quantum chemistry calculation of the molecule C5H6O, from the OMol25 dataset.

Cartesian coordinates (Å):
C 1.338 0.752 1.467
H -2.722 -2.101 -1.864
H 0.787 0.348 -1.192
H 1.611 0.543 2.525
H -0.625 1.141 -0.541
H 0.858 -1.202 0.840
H -0.491 -0.341 1.531
C -1.043 -0.767 -1.124
C -0.090 0.186 -0.555
C -1.958 -1.449 -1.509
O 1.823 1.691 0.882
C 0.363 -0.219 0.852

HOMO in eV: -9.90
Lowest unoccupied orbital energy in eV: 0.9
Kohn-Sham gap in hartree: 0.3971
Total charge: 0
SMILES: C#CCCC=O

Atom charges from the natural (NBO) analysis, given in e for atoms 1 to 5: atom 1 (C): 0.445, atom 2 (H): 0.236, atom 3 (H): 0.248, atom 4 (H): 0.110, atom 5 (H): 0.245

***

The following is a quantum chemistry calculation of the molecule C5H6O, from the OMol25 dataset.

Cartesian coordinates (Å):
C 0.347 1.829 -0.109
H -1.165 -1.562 1.099
C 0.108 0.426 -0.444
C -0.569 -0.575 -0.921
H 2.186 0.590 0.342
H -0.414 2.390 0.431
C -0.967 -1.821 -0.739
C 1.134 0.708 0.577
O -1.470 -2.228 0.466
H 0.927 2.418 -0.815
H 0.861 0.434 1.596
H -0.979 -2.608 -1.482

HOMO in eV: -8.43
Lowest unoccupied orbital energy in eV: 0.8
Kohn-Sham gap in hartree: 0.3402
Total charge: 0
SMILES: OC=C=C1CC1

Atom charges from the natural (NBO) analysis, given in e for atoms 1 to 5: atom 1 (C): -0.430, atom 2 (H): 0.478, atom 3 (C): -0.036, atom 4 (C): -0.097, atom 5 (H): 0.223

***

The following is a quantum chemistry calculation of a cluster of 2 separate species, C5H6O in total, from the OMol25 dataset.

Cartesian coordinates (Å):
C -1.325 -0.296 0.291
H -1.571 -1.278 -0.097
C -0.439 -0.295 1.451
H -2.157 0.424 0.281
C 0.662 -0.099 2.055
O -0.127 1.520 -0.602
H 1.011 -1.497 -0.745
C -0.076 0.270 -0.293
H 0.016 1.920 1.258
H 0.948 -0.217 -2.032
C 1.058 -0.439 -0.963
H 2.000 -0.012 -0.604

HOMO (alpha / beta) in eV: -9.61 / -9.61
Lowest unoccupied orbital energy (alpha / beta) in eV: -2.4 / -2.4
Kohn-Sham gap (alpha / beta) in hartree: 0.2668 / 0.2669
Total charge: 0

Atom charges from the natural (NBO) analysis, given in e for atoms 1 to 5: atom 1 (C): -0.553, atom 2 (H): 0.260, atom 3 (C): -0.278, atom 4 (H): 0.265, atom 5 (C): -0.075

***

The following is a quantum chemistry calculation of the molecule C5H6O, from the OMol25 dataset.

Cartesian coordinates (Å):
C 1.297 0.570 -0.610
H -3.102 -0.717 -0.733
O 2.057 -0.518 -1.090
H -2.903 -0.700 1.025
H 2.048 -0.766 1.057
H -3.240 0.808 0.154
H 3.490 0.103 0.258
C -2.695 -0.142 0.106
C 2.448 -0.252 0.200
H 1.936 1.256 -0.008
C -0.077 0.275 -0.271
C -1.258 0.082 -0.087

HOMO in eV: -8.44
Lowest unoccupied orbital energy in eV: 1.0
Kohn-Sham gap in hartree: 0.3473
Total charge: 0
SMILES: CC#C[C@H]1CO1

Atom charges from the natural (NBO) analysis, given in e for atoms 1 to 5: atom 1 (C): -0.085, atom 2 (H): 0.240, atom 3 (O): -0.446, atom 4 (H): 0.234, atom 5 (H): 0.192

***

The following is a quantum chemistry calculation of the molecule C5H6O, from the OMol25 dataset.

Cartesian coordinates (Å):
C -1.422 -0.732 0.008
H -1.380 -1.362 -0.904
C -0.123 -0.082 0.475
H 0.700 1.913 0.645
O -2.453 -0.556 0.609
H 2.914 -1.785 -0.894
H -0.165 -0.161 1.568
C 2.041 -1.312 -0.497
H -1.065 1.870 0.431
C -0.120 1.418 0.117
H 0.017 1.574 -0.958
C 1.067 -0.766 -0.044

HOMO in eV: -9.94
Lowest unoccupied orbital energy in eV: 0.8
Kohn-Sham gap in hartree: 0.3955
Total charge: 0
SMILES: C#C[C@@H](C)C=O

Atom charges from the natural (NBO) analysis, given in e for atoms 1 to 5: atom 1 (C): 0.461, atom 2 (H): 0.122, atom 3 (C): -0.415, atom 4 (H): 0.223, atom 5 (O): -0.509

***

The following is a quantum chemistry calculation of the molecule C5H6O, from the OMol25 dataset.

Cartesian coordinates (Å):
H 0.399 -1.791 -0.829
C 0.288 1.156 0.059
C -1.862 -0.013 0.003
H 2.514 1.259 0.045
H -2.326 0.958 -0.079
H -2.481 -0.877 -0.067
C -0.512 -0.044 0.078
C 0.424 -1.154 0.018
H 0.365 -1.843 0.863
O 1.708 -0.592 -0.002
C 1.581 0.744 -0.013
H -0.098 2.198 -0.074

HOMO in eV: -7.78
Lowest unoccupied orbital energy in eV: 1.0
Kohn-Sham gap in hartree: 0.3241
Total charge: 0
SMILES: C=C1C=COC1

Atom charges from the natural (NBO) analysis, given in e for atoms 1 to 5: atom 1 (H): 0.205, atom 2 (C): -0.347, atom 3 (C): -0.429, atom 4 (H): 0.203, atom 5 (H): 0.196

***

The following is a quantum chemistry calculation of the molecule C5H6O, from the OMol25 dataset.

Cartesian coordinates (Å):
C -1.136 0.332 0.563
H -3.254 0.787 1.247
H 0.250 2.089 -0.882
H 0.239 -1.699 -0.939
H 1.798 -1.323 -0.203
C 0.668 1.063 -0.939
O 1.401 0.731 -1.835
C 0.717 -1.298 -0.041
C 0.279 0.144 0.217
H 0.469 -1.939 0.808
H 0.830 0.542 1.084
C -2.260 0.572 0.920

HOMO in eV: -9.91
Lowest unoccupied orbital energy in eV: 0.9
Kohn-Sham gap in hartree: 0.3955
Total charge: 0
SMILES: C#C[C@@H](C)C=O

Atom charges from the natural (NBO) analysis, given in e for atoms 1 to 5: atom 1 (C): 0.001, atom 2 (H): 0.242, atom 3 (H): 0.119, atom 4 (H): 0.222, atom 5 (H): 0.228

***

The following is a quantum chemistry calculation of the molecule C5H6O, from the OMol25 dataset.

Cartesian coordinates (Å):
H 0.555 2.036 0.385
H -1.198 1.842 0.115
C 1.097 -0.699 0.018
C -0.141 -0.017 0.408
O -2.432 -0.320 -0.271
H -1.238 -1.926 -0.015
H 3.041 -1.720 -0.567
C 2.123 -1.243 -0.300
C -1.371 -0.825 -0.007
C -0.211 1.425 -0.098
H -0.047 1.461 -1.178
H -0.179 -0.014 1.510

HOMO in eV: -9.92
Lowest unoccupied orbital energy in eV: 0.8
Kohn-Sham gap in hartree: 0.3950
Total charge: 0
SMILES: C#C[C@@H](C)C=O

Atom charges from the natural (NBO) analysis, given in e for atoms 1 to 5: atom 1 (H): 0.218, atom 2 (H): 0.233, atom 3 (C): 0.001, atom 4 (C): -0.413, atom 5 (O): -0.508

***

The following is a quantum chemistry calculation of the molecule C5H6O, from the OMol25 dataset.

Cartesian coordinates (Å):
C -0.950 1.011 0.437
H 0.377 -1.799 0.448
C 0.476 0.479 0.768
H -1.746 0.298 0.821
C 1.317 0.102 -0.429
O -1.078 0.957 -0.981
H 1.204 0.628 -1.372
H -1.976 -0.920 -0.780
C -1.105 -0.325 -0.499
H 0.917 0.610 1.750
H 2.322 -0.233 -0.196
C 0.241 -0.808 0.034

HOMO in eV: -8.17
Lowest unoccupied orbital energy in eV: 1.1
Kohn-Sham gap in hartree: 0.3393
Total charge: 0
SMILES: C1[C@@H]2[C@H]1[C@@H]1O[C@H]21

Atom charges from the natural (NBO) analysis, given in e for atoms 1 to 5: atom 1 (C): -0.025, atom 2 (H): 0.232, atom 3 (C): -0.286, atom 4 (H): 0.230, atom 5 (C): -0.406

***

The following is a quantum chemistry calculation of the molecule C5H6O, from the OMol25 dataset.

Cartesian coordinates (Å):
H -0.348 -1.710 -1.838
C 0.083 -1.281 -0.936
H 0.409 1.775 1.598
C -0.609 -1.208 0.206
H -0.355 1.240 -1.278
O 1.489 1.930 -0.861
H -1.512 -1.808 0.326
H -0.548 -0.410 2.287
H 1.068 -0.831 -1.030
C 0.447 1.403 -0.534
C 0.157 1.006 0.871
C -0.313 -0.201 1.237

HOMO in eV: -9.42
Lowest unoccupied orbital energy in eV: 0.4
Kohn-Sham gap in hartree: 0.3616
Total charge: 0
SMILES: C=C/C=C\C=O

Atom charges from the natural (NBO) analysis, given in e for atoms 1 to 5: atom 1 (H): 0.209, atom 2 (C): -0.366, atom 3 (H): 0.229, atom 4 (C): -0.233, atom 5 (H): 0.130